Entry 1:
7 unconnected molecules or ions with the total composition C30H78N4O11 at a distorted geometry. Source: the OMol25 dataset; level of theory: ωB97M-V/def2-TZVPD.

HOMO energy in eV: -8.5
Kohn-Sham gap in eV: 9.15
Relative energy (zero: lowest compared OMol25 entry of this formula, charge and spin) in kJ/mol: 0.00
Total charge: 0
SMILES string: COCCNCCOC.COCCNCCOC.COCCNCCOC.COCCNCCOC.CCO.CCO.CCO
Electronic energy in a.u.: -2236.20811

Each line ends with the Löwdin charge.
Positions of all 123 atoms, in Å:
C: -3.259 1.790 -4.245  -0.10
O: -2.721 1.260 -3.025  -0.23
C: -3.214 2.024 -1.914  -0.21
C: -2.241 1.830 -0.736  -0.20
N: -2.010 0.462 -0.318  -0.02
C: -1.390 0.388 1.011  -0.20
C: 0.101 0.592 1.140  -0.21
O: 0.493 1.966 1.011  -0.16
C: 1.895 2.010 1.160  -0.13
H: -3.116 2.850 -4.239  0.07
H: -4.340 1.432 -4.254  0.10
H: -2.718 1.232 -5.040  0.09
H: -4.253 1.763 -1.648  0.12
H: -3.241 3.091 -2.146  0.11
H: -2.663 2.448 0.081  0.12
H: -1.233 2.232 -0.997  0.10
H: -2.841 -0.086 -0.380  0.06
H: -1.500 -0.643 1.436  0.11
H: -1.885 1.098 1.694  0.11
H: 0.680 -0.103 0.450  0.13
H: 0.300 0.248 2.139  0.11
H: 2.169 1.466 2.017  0.07
H: 2.237 3.021 1.233  0.08
H: 2.357 1.509 0.341  0.05
C: -4.346 -2.317 -2.027  -0.07
O: -4.258 -1.815 -0.682  -0.22
C: -5.516 -1.306 -0.251  -0.22
C: -5.666 -1.254 1.254  -0.18
N: -4.704 -0.310 1.877  0.00
C: -5.077 -0.212 3.287  -0.22
C: -3.954 0.330 4.127  -0.32
O: -2.977 -0.589 4.192  -0.20
C: -2.022 -0.299 5.260  -0.05
H: -4.693 -1.496 -2.638  0.08
H: -5.010 -3.169 -2.121  0.09
H: -3.345 -2.598 -2.344  0.08
H: -6.320 -1.879 -0.671  0.11
H: -5.550 -0.298 -0.679  0.12
H: -5.520 -2.270 1.649  0.11
H: -6.678 -1.004 1.457  0.11
H: -3.855 -0.781 1.884  0.05
H: -5.290 -1.233 3.720  0.13
H: -5.977 0.361 3.523  0.12
H: -4.375 0.553 5.152  0.14
H: -3.574 1.264 3.709  0.12
H: -1.365 -1.131 5.330  0.07
H: -2.516 -0.179 6.243  0.09
H: -1.521 0.630 5.009  0.09
C: 1.299 0.175 -5.392  -0.09
O: 1.671 0.791 -4.165  -0.19
C: 0.650 1.511 -3.559  -0.25
C: 1.218 2.295 -2.443  -0.19
N: 2.273 3.258 -2.810  0.00
C: 2.663 4.169 -1.682  -0.17
C: 3.840 5.038 -2.008  -0.21
O: 4.362 5.685 -0.862  -0.23
C: 5.419 6.501 -1.132  -0.13
H: 0.473 -0.528 -5.197  0.09
H: 2.165 -0.361 -5.737  0.08
H: 0.999 0.882 -6.162  0.08
H: -0.105 0.860 -3.143  0.10
H: 0.218 2.149 -4.307  0.12
H: 1.589 1.654 -1.650  0.10
H: 0.359 2.763 -2.016  0.10
H: 3.056 2.833 -3.148  0.05
H: 3.009 3.628 -0.751  0.11
H: 1.765 4.730 -1.434  0.13
H: 3.569 5.787 -2.745  0.13
H: 4.669 4.357 -2.401  0.15
H: 6.154 6.186 -1.910  0.10
H: 5.953 6.574 -0.176  0.10
H: 5.070 7.486 -1.510  0.10
C: 0.505 -1.698 -1.986  -0.07
O: 0.495 -2.590 -0.860  -0.22
C: -0.793 -3.208 -0.605  -0.20
C: -0.900 -3.510 0.826  -0.21
N: -2.044 -4.395 1.099  -0.04
C: -2.310 -4.416 2.531  -0.23
C: -3.427 -5.357 2.777  -0.23
O: -4.562 -4.742 2.185  -0.22
C: -5.538 -5.623 1.725  -0.13
H: -0.443 -1.179 -1.982  0.06
H: 0.389 -2.287 -2.934  0.11
H: 1.305 -1.026 -1.919  0.05
H: -0.923 -4.053 -1.219  0.12
H: -1.581 -2.491 -0.941  0.11
H: -0.802 -2.594 1.483  0.12
H: 0.006 -4.087 1.044  0.13
H: -2.920 -4.002 0.802  0.09
H: -2.458 -3.342 2.848  0.13
H: -1.438 -4.878 3.033  0.13
H: -3.650 -5.574 3.791  0.11
H: -3.074 -6.254 2.274  0.13
H: -5.098 -6.263 0.942  0.09
H: -6.466 -5.162 1.370  0.08
H: -5.810 -6.366 2.548  0.10
C: 5.623 0.225 -2.133  -0.06
C: 4.416 -0.657 -1.760  -0.29
O: 4.791 -2.005 -1.378  -0.10
H: 5.259 1.218 -2.416  0.06
H: 6.165 -0.180 -2.951  0.06
H: 6.288 0.350 -1.268  0.08
H: 3.662 -0.799 -2.522  0.10
H: 4.006 -0.162 -0.934  0.06
H: 4.022 -2.394 -0.908  0.05
C: 5.360 2.737 2.979  -0.09
C: 5.150 3.159 1.546  -0.36
O: 4.490 4.384 1.472  -0.09
H: 6.074 3.451 3.388  0.07
H: 5.740 1.694 3.092  0.09
H: 4.477 2.953 3.571  0.07
H: 4.456 2.429 1.047  0.09
H: 6.096 3.084 1.034  0.11
H: 4.326 4.693 0.557  0.04
C: 4.847 -2.524 1.924  -0.05
C: 3.478 -1.920 1.585  -0.31
O: 2.845 -2.798 0.684  -0.07
H: 5.485 -1.848 2.519  0.08
H: 5.371 -2.721 1.016  0.06
H: 4.599 -3.390 2.517  0.07
H: 3.693 -1.018 1.086  0.07
H: 2.913 -1.754 2.434  0.09
H: 2.071 -2.415 0.294  0.03



Entry 2:
C3H5NO in the gas phase at a distorted geometry. Source: the OMol25 dataset; level of theory: ωB97M-V/def2-TZVPD.

HOMO energy in eV: -11.0
Kohn-Sham gap in eV: 11.18
Relative energy (zero: lowest compared OMol25 entry of this formula, charge and spin) in kJ/mol: 172.63
Total charge: 0
SMILES string: N#CCCO
Electronic energy in a.u.: -247.24148

Each line ends with the Löwdin charge.
Positions of all 10 atoms, in Å:
N: 2.543 0.015 0.715  0.16
C: 1.826 -0.267 -0.151  -0.18
C: 0.533 0.459 -0.366  -0.20
C: -0.595 -0.415 0.127  -0.30
O: -1.768 0.336 -0.060  -0.06
H: 0.574 1.372 0.247  0.12
H: 0.456 0.744 -1.406  0.11
H: -0.425 -0.662 1.190  0.13
H: -0.583 -1.356 -0.441  0.12
H: -2.523 -0.231 0.130  0.09



Entry 3:
C3H6N4O in the gas phase at a distorted geometry. Source: the OMol25 dataset; level of theory: ωB97M-V/def2-TZVPD.

HOMO energy (spin up / spin down) in eV: -6.6 / -6.6
Kohn-Sham gap (spin up / spin down) in eV: 6.69 / 6.69
Relative energy (zero: lowest compared OMol25 entry of this formula, charge and spin) in kJ/mol: 500.62
Total charge: 0
Electronic energy in a.u.: -412.01826

Each line ends with the Löwdin charge.
Positions of all 14 atoms, in Å:
C: -0.953 1.207 -0.163  -0.12
C: -0.101 0.059 -0.130  -0.44
C: -3.106 -0.013 0.118  -0.15
N: -2.329 0.989 -0.044  0.07
N: -0.552 -1.149 -0.019  -0.06
N: 1.298 0.476 -0.061  0.08
N: 0.459 -2.138 -0.003  -0.08
O: -3.990 -0.779 -0.067  0.18
H: -0.589 2.182 -0.102  0.07
H: -2.743 1.834 0.223  0.15
H: 1.302 1.456 0.177  0.06
H: 1.772 -0.155 0.543  0.05
H: -0.055 -2.944 0.397  0.06
H: 1.005 -2.487 -0.895  0.12



Entry 4:
A molecular structure, C24H26N7SW. Source: the OMol25 dataset; level of theory: ωB97M-V/def2-TZVPD.

HOMO energy (spin up / spin down) in eV: -17.9 / -18.3
Kohn-Sham gap (spin up / spin down) in eV: 7.29 / 7.76
Relative energy (zero: lowest compared OMol25 entry of this formula, charge and spin) in kJ/mol: 89.12
Total charge: +3
Electronic energy in a.u.: -1777.87276
2S+1: 3
<S²>: 2.019

Each line ends with the Löwdin charge.
Positions of all 59 atoms, in Å:
W: -0.717 -0.073 0.185  1.54
C: 0.390 0.636 2.844  -0.12
C: -1.006 1.278 2.748  -0.11
C: -1.077 2.401 1.741  -0.29
C: -1.331 3.702 2.123  0.04
C: -1.443 4.686 1.150  0.03
C: -1.295 4.328 -0.183  0.01
C: -1.038 3.014 -0.497  -0.11
N: -0.916 2.053 0.441  -0.09
N: 0.456 -0.587 1.990  -0.28
C: 1.866 -0.900 1.647  -0.08
C: 2.341 0.081 0.619  -0.25
C: 3.655 0.490 0.516  0.04
C: 4.008 1.373 -0.496  0.03
C: 3.024 1.814 -1.372  0.01
C: 1.732 1.364 -1.201  -0.10
N: 1.377 0.512 -0.221  -0.04
C: -0.152 -1.753 2.681  -0.08
C: -0.721 -2.717 1.675  -0.24
C: -1.118 -3.986 2.042  0.04
C: -1.724 -4.805 1.100  0.04
C: -1.892 -4.321 -0.192  0.01
C: -1.459 -3.049 -0.492  -0.12
N: -0.877 -2.237 0.421  -0.10
H: 0.627 0.381 3.879  0.15
H: 1.146 1.340 2.500  0.14
H: -1.305 1.667 3.720  0.15
H: -1.754 0.511 2.494  0.08
H: -1.459 3.942 3.170  0.14
H: -1.664 5.709 1.427  0.14
H: -1.396 5.059 -0.973  0.14
H: -0.951 2.704 -1.530  0.10
H: 1.917 -1.914 1.242  0.15
H: 2.491 -0.873 2.543  0.16
H: 4.399 0.129 1.213  0.14
H: 5.029 1.716 -0.596  0.14
H: 3.252 2.502 -2.175  0.14
H: 0.948 1.686 -1.872  0.11
H: -0.950 -1.416 3.346  0.15
H: 0.595 -2.246 3.308  0.16
H: -0.962 -4.328 3.057  0.15
H: -2.062 -5.798 1.365  0.14
H: -2.359 -4.923 -0.959  0.14
H: -1.582 -2.652 -1.489  0.11
C: 1.318 -1.959 -2.251  0.03
C: 0.210 -1.068 -2.688  -0.35
N: -0.647 -0.381 -1.915  -0.12
C: -1.541 0.269 -2.773  -0.11
C: -1.200 -0.021 -4.048  0.00
N: -0.111 -0.854 -3.968  0.16
H: 1.273 -2.132 -1.181  0.06
H: 2.288 -1.523 -2.503  0.11
H: 1.259 -2.923 -2.757  0.11
H: -2.365 0.866 -2.421  0.10
H: -1.647 0.287 -4.978  0.15
H: 0.359 -1.267 -4.762  0.20
S: -3.125 -0.296 0.228  0.70
C: -3.697 1.266 0.487  -0.72
N: -4.088 2.335 0.663  0.17



Entry 5:
A molecular structure, C10H15HgO3PS at a distorted geometry. Source: the OMol25 dataset; level of theory: ωB97M-V/def2-TZVPD.

HOMO energy in eV: -14.1
Kohn-Sham gap in eV: 2.11
Relative energy (zero: lowest compared OMol25 entry of this formula, charge and spin) in kJ/mol: 604.40
Total charge: +2
Electronic energy in a.u.: -1507.72328

Each line ends with the Löwdin charge.
Positions of all 31 atoms, in Å:
C: -1.810 1.112 -2.574  -0.22
P: -0.556 -0.333 -2.714  0.91
C: -1.380 -1.509 -4.011  -0.29
O: -0.584 -1.241 -1.219  -0.63
S: 0.839 -2.165 -0.959  0.93
O: 1.957 -1.720 -1.937  -0.61
O: 1.343 -1.892 0.633  -0.32
C: 0.254 -2.230 1.547  -0.20
C: -0.536 -0.975 2.154  -0.13
C: 0.255 0.407 2.139  -0.14
C: 0.465 1.124 3.522  0.06
C: 1.191 2.528 3.647  0.03
C: 1.718 3.198 2.353  -0.03
C: 1.565 2.524 0.961  0.02
C: 0.810 1.147 0.902  0.01
H: -2.556 1.131 -3.436  0.07
H: -2.391 0.921 -1.597  0.08
H: -1.296 2.127 -2.521  0.07
H: -1.846 -2.391 -3.449  0.08
H: -0.603 -1.852 -4.783  -0.02
H: -2.202 -0.913 -4.541  0.07
H: 0.689 -2.933 2.345  0.16
H: -0.520 -2.835 0.929  0.12
H: -1.579 -0.804 1.685  0.14
H: -0.754 -1.231 3.261  0.13
H: 0.090 0.639 4.488  0.12
H: 1.311 3.060 4.652  0.12
H: 2.238 4.225 2.401  0.12
H: 1.949 2.983 -0.018  0.12
H: 0.671 0.663 -0.123  0.06
Hg: 1.267 -2.764 -3.738  1.20



Entry 6:
A molecular structure, C17H18F5LiNO3S3Te. Source: the OMol25 dataset; level of theory: ωB97M-V/def2-TZVPD.

HOMO energy in eV: -4.7
Kohn-Sham gap in eV: 6.91
Relative energy (zero: lowest compared OMol25 entry of this formula, charge and spin) in kJ/mol: 0.00
Total charge: -1
Electronic energy in a.u.: -2908.68021

Each line ends with the Löwdin charge.
Positions of all 49 atoms, in Å:
Li: -2.656 1.155 -0.940  0.67
O: -1.626 1.629 0.903  -0.59
S: -0.180 1.743 1.292  1.02
C: 0.694 0.977 -0.128  -0.31
C: 1.724 -0.125 0.052  -0.20
C: 1.191 -1.543 0.348  -0.20
C: -0.257 -1.899 0.016  -0.31
S: -0.976 -1.730 -1.663  0.97
O: -1.836 -0.497 -1.610  -0.62
C: 0.476 -1.237 -2.613  -0.38
C: 1.501 -2.154 -2.803  -0.10
C: 2.606 -1.794 -3.559  -0.08
C: 2.672 -0.534 -4.140  -0.09
C: 1.624 0.361 -3.977  -0.07
C: 0.518 0.009 -3.217  -0.08
C: 0.160 0.561 2.589  -0.39
C: 1.393 0.655 3.225  -0.12
C: 1.705 -0.240 4.234  -0.09
C: 0.777 -1.204 4.615  -0.08
C: -0.465 -1.265 3.999  -0.07
C: -0.782 -0.370 2.984  -0.08
H: 1.126 1.828 -0.656  0.09
H: -0.155 0.632 -0.713  0.03
H: 2.430 0.150 0.839  0.10
H: 2.305 -0.154 -0.873  0.10
H: 1.286 -1.747 1.418  0.11
H: 1.852 -2.259 -0.146  0.10
H: -0.978 -1.317 0.594  0.06
H: -0.460 -2.940 0.271  0.06
H: 1.437 -3.142 -2.363  0.12
H: 3.414 -2.501 -3.700  0.10
H: 3.536 -0.256 -4.731  0.10
H: 1.664 1.339 -4.441  0.11
H: -0.308 0.694 -3.077  0.11
H: 2.096 1.429 2.936  0.11
H: 2.665 -0.180 4.731  0.10
H: 1.023 -1.905 5.402  0.10
H: -1.200 -2.013 4.258  0.08
H: -1.755 -0.417 2.511  0.10
S: -3.245 -3.769 -0.154  0.38
C: -2.959 -3.247 1.391  -1.02
N: -2.736 -2.879 2.476  0.01
F: -4.191 5.490 -0.661  -0.38
Te: -2.843 4.213 -0.810  1.77
F: -2.589 4.984 -2.501  -0.39
F: -1.195 3.311 -1.171  -0.42
F: -3.103 3.903 1.017  -0.38
F: -1.649 5.501 -0.163  -0.37
O: -3.731 2.754 -1.290  -0.66



Entry 7:
2 unconnected molecules or ions with the total composition C18H42NO4P at a distorted geometry. Source: the OMol25 dataset; level of theory: ωB97M-V/def2-TZVPD.

HOMO energy in eV: 2.3
Kohn-Sham gap in eV: 1.35
Total charge: -2
Electronic energy in a.u.: -1407.84409

Each line ends with the Löwdin charge.
Positions of all 66 atoms, in Å:
C: 1.986 -4.039 2.462  -0.13
O: 2.989 -3.394 1.709  -0.20
C: 2.667 -3.420 0.319  -0.24
C: 3.881 -3.065 -0.513  -0.17
C: 4.819 -2.077 0.165  -0.21
C: 4.164 -0.717 0.442  -0.21
C: 4.209 0.203 -0.769  -0.20
C: 3.936 1.702 -0.480  -0.20
C: 3.086 1.972 0.760  -0.22
C: 2.475 3.394 0.773  -0.20
C: 0.991 3.345 1.147  -0.22
C: 0.748 2.805 2.543  -0.23
C: -0.741 2.564 2.823  -0.25
C: -1.246 1.326 2.064  -0.29
P: -2.969 1.355 1.384  0.79
O: -3.578 2.441 2.605  -0.39
C: -2.538 0.107 0.020  -0.38
C: -3.753 -0.115 -0.884  -0.25
C: -4.760 -1.097 -0.279  -0.31
N: -4.880 -2.324 -1.090  -0.01
H: 1.000 -3.650 2.200  0.08
H: 2.164 -3.863 3.515  0.08
H: 1.963 -5.112 2.269  0.08
H: 2.354 -4.433 0.063  0.12
H: 1.823 -2.751 0.147  0.12
H: 4.442 -3.962 -0.752  0.11
H: 3.539 -2.610 -1.437  0.11
H: 5.195 -2.475 1.100  0.10
H: 5.669 -1.915 -0.496  0.10
H: 3.120 -0.876 0.679  0.10
H: 4.657 -0.270 1.296  0.11
H: 3.479 -0.131 -1.500  0.11
H: 5.183 0.132 -1.249  0.10
H: 3.482 2.161 -1.351  0.10
H: 4.907 2.176 -0.331  0.11
H: 2.263 1.267 0.774  0.10
H: 3.716 1.838 1.630  0.10
H: 2.996 3.977 1.530  0.10
H: 2.602 3.858 -0.197  0.10
H: 0.595 4.353 1.071  0.11
H: 0.509 2.718 0.400  0.11
H: 1.343 1.927 2.775  0.11
H: 1.060 3.591 3.234  0.11
H: -1.260 3.475 2.558  0.09
H: -0.827 2.359 3.884  0.10
H: -0.605 1.191 1.202  0.05
H: -1.093 0.440 2.668  0.09
H: -3.920 0.426 1.858  0.04
H: -3.334 2.268 0.363  0.06
H: -3.613 3.333 2.215  0.02
H: -2.335 -0.835 0.535  0.07
H: -1.680 0.442 -0.558  0.07
H: -3.440 -0.486 -1.854  0.10
H: -4.240 0.841 -1.070  0.09
H: -5.743 -0.635 -0.269  0.10
H: -4.495 -1.347 0.754  0.07
H: -3.977 -2.532 -1.504  0.06
H: -5.140 -3.117 -0.513  0.04
O: -3.599 -1.835 -5.989  -0.46
C: -4.336 -1.132 -5.089  -0.57
C: -4.128 0.446 -5.122  -0.57
O: -4.839 1.155 -4.202  -0.45
H: -4.153 -1.402 -4.013  0.05
H: -5.448 -1.257 -5.186  0.06
H: -4.335 0.721 -6.192  0.05
H: -3.011 0.561 -5.047  0.05



Entry 8:
2 unconnected molecules or ions with the total composition C6H14N2Si at a distorted geometry. Source: the OMol25 dataset; level of theory: ωB97M-V/def2-TZVPD.

HOMO energy in eV: -8.6
Kohn-Sham gap in eV: 9.36
Relative energy (zero: lowest compared OMol25 entry of this formula, charge and spin) in kJ/mol: 431.09
Total charge: 0
SMILES string: C=N[Si](C)(C)C.C=C=N
Electronic energy in a.u.: -635.92674

Each line ends with the Löwdin charge.
Positions of all 23 atoms, in Å:
C: 0.016 2.329 -0.324  -0.14
N: -0.050 1.125 -0.452  -0.15
Si: 1.105 -0.119 0.051  0.46
C: 0.283 -1.131 1.408  -0.17
C: 2.749 0.582 0.637  -0.22
C: 1.369 -1.142 -1.585  -0.18
H: -0.923 2.869 -0.751  0.10
H: 0.779 2.828 0.392  0.09
H: -0.496 -0.500 1.703  -0.01
H: -0.146 -2.009 0.900  0.03
H: 0.656 -1.487 2.361  0.03
H: 2.498 1.200 1.613  0.06
H: 3.429 -0.317 0.924  0.06
H: 3.167 1.275 -0.123  0.03
H: 1.187 -0.516 -2.461  0.01
H: 2.408 -1.380 -1.558  -0.02
H: 0.895 -2.161 -1.954  0.07
C: -2.495 -0.174 -0.839  0.00
C: -3.458 0.015 0.016  -0.25
N: -4.348 -0.004 0.873  0.11
H: -2.732 -0.996 -1.459  0.05
H: -1.626 0.367 -1.001  -0.03
H: -4.266 -0.653 1.629  0.05